# 1
74
Properties=species:S:1:pos:R:3:forces:R:3:lowdin_charge:R:1 method="wB97M-V/def2-TZVPD" orbital_gap_ev="5.687 / 4.879" total_charge=-1
Mg 0.837 0.425 0.237 -1.3 -0.7 -0.9 -0.0811
I 6.160 -2.179 4.539 0.2 0.0 0.1 0.8072
C 4.430 -1.884 3.426 -0.2 0.1 -0.3 -0.7795
C 3.216 -2.363 3.889 -0.7 0.1 -0.5 -0.2539
C 2.055 -2.156 3.126 0.2 -0.4 0.7 -0.5592
I 0.261 -2.943 3.985 0.5 0.3 -0.5 0.8351
C 2.045 -1.474 1.877 1.2 -0.3 0.9 -0.4280
O 0.998 -1.278 1.171 3.0 -0.6 0.5 -0.4878
C 3.319 -0.992 1.456 1.2 0.4 0.3 -0.1185
C 3.455 -0.233 0.140 1.3 -0.9 0.1 -0.1932
N 2.737 1.033 0.058 2.4 0.0 0.4 -0.2020
C 3.014 1.977 1.130 0.4 0.8 -0.1 -0.1368
C 1.855 2.170 2.085 -0.5 0.2 0.2 -0.2194
C 2.062 2.770 3.326 -0.4 0.0 0.1 -0.0163
C 0.976 2.940 4.182 0.2 -0.1 -0.2 -0.0560
C -0.277 2.488 3.787 0.3 0.1 -0.2 -0.0297
C -0.397 1.913 2.534 1.0 0.3 -0.1 -0.1245
N 0.623 1.800 1.666 1.4 0.4 2.6 0.0207
C 4.489 -1.202 2.219 -1.0 0.2 -0.4 -0.1258
H 3.157 -2.894 4.832 0.0 0.1 -0.1 0.0651
H 4.515 -0.043 -0.071 0.1 -0.2 0.3 0.1244
H 3.118 -0.890 -0.672 0.1 0.4 0.4 0.0150
H 2.852 1.481 -0.882 0.0 -0.8 1.3 0.1105
H 3.924 1.719 1.684 -0.2 -0.1 0.0 0.1289
H 3.211 2.957 0.675 -0.1 -0.1 0.1 0.1341
H 3.054 3.082 3.628 0.0 -0.1 0.0 0.1120
H 1.113 3.393 5.158 0.0 0.0 -0.1 0.1041
H -1.137 2.562 4.440 0.0 0.0 0.0 0.1072
H -1.338 1.507 2.177 3.1 0.2 0.7 -0.0212
H 5.436 -0.821 1.851 -0.1 0.0 0.0 0.0911
O -3.920 2.690 1.643 -0.1 1.6 1.3 -0.0617
C -3.377 1.408 1.814 -0.1 -1.3 -0.3 -0.2487
C -3.686 0.500 0.589 -0.3 -0.2 0.0 -0.5322
C -5.224 0.301 0.455 0.4 -0.7 0.2 -0.2399
O -5.892 1.512 0.203 -1.6 0.6 1.1 -0.0802
C -3.153 1.131 -0.731 -0.7 0.0 0.2 -0.4754
Se -1.226 1.462 -0.751 -1.4 0.9 -0.7 0.7544
C -3.067 -0.910 0.811 -0.7 0.5 -0.2 -0.4597
Se -1.124 -0.932 1.026 -4.0 -0.8 0.5 0.8765
H -3.720 3.188 2.478 -0.2 -0.6 -1.3 0.1123
H -3.806 0.941 2.730 0.2 -0.1 -0.3 0.1424
H -2.280 1.507 1.954 -4.1 -0.5 -1.0 0.0024
H -5.631 -0.190 1.372 0.4 0.2 -0.4 0.1273
H -5.449 -0.390 -0.386 0.3 0.3 0.3 0.1240
H -6.345 1.781 1.044 0.9 -0.2 -1.4 0.1078
H -3.647 2.108 -0.918 0.3 -0.6 0.2 0.0687
H -3.390 0.467 -1.590 -0.1 0.3 0.6 0.0561
H -3.311 -1.572 -0.048 0.0 0.5 0.6 0.0445
H -3.499 -1.374 1.724 0.2 0.3 -0.4 0.0685
Ge 1.063 -1.122 -1.861 -0.3 0.5 0.1 0.9273
C -0.517 -2.205 -2.051 -0.2 -0.5 -0.4 -0.3629
C -0.408 -3.602 -2.034 -0.8 0.2 -0.1 -0.1192
C -1.551 -4.396 -2.171 -0.1 0.5 0.0 -0.1012
C -2.805 -3.798 -2.326 0.4 0.2 0.1 -0.1050
C -2.917 -2.404 -2.342 0.6 -0.2 -0.1 -0.1070
C -1.775 -1.608 -2.205 -0.3 -0.9 -0.3 -0.1632
C 1.350 -0.054 -3.436 0.2 -0.3 -0.8 -0.3620
C 0.409 0.909 -3.825 0.4 0.1 -0.8 -0.1317
C 0.627 1.680 -4.971 0.4 -0.5 0.3 -0.0908
C 1.785 1.492 -5.732 0.0 -0.2 0.3 -0.1188
C 2.727 0.534 -5.345 -0.3 0.2 0.2 -0.1157
C 2.511 -0.238 -4.199 -0.3 0.7 -0.4 -0.1368
H 2.283 -2.062 -1.677 -0.1 -0.5 -0.5 -0.0134
H 0.559 -4.074 -1.914 0.0 0.0 0.0 0.0841
H -1.465 -5.475 -2.158 0.0 -0.1 0.0 0.0873
H -3.689 -4.413 -2.433 0.0 0.0 0.0 0.0871
H -3.888 -1.941 -2.460 -0.1 0.0 0.0 0.0950
H -1.875 -0.531 -2.215 0.2 -0.1 0.0 0.0172
H -0.489 1.066 -3.243 0.1 0.0 0.1 0.0162
H -0.101 2.423 -5.270 0.0 0.0 0.0 0.0928
H 1.953 2.089 -6.619 0.0 0.0 0.0 0.0843
H 3.624 0.389 -5.933 0.0 0.0 -0.1 0.0850
H 3.245 -0.978 -3.907 0.0 -0.1 0.0 0.0801
H 1.324 1.822 -0.741 -1.5 1.3 -1.8 0.0619


# 2
68
Properties=species:S:1:pos:R:3:forces:R:3:lowdin_charge:R:1 method="wB97M-V/def2-TZVPD" orbital_gap_ev=6.390 total_charge=+3 relative_energy_kcal_mol=0.0
Ru -0.525 -0.239 0.925 -0.6 -0.3 0.0 0.9135
C -1.239 3.072 1.144 0.0 0.0 0.1 -0.0104
C -0.282 1.936 1.274 0.3 0.0 -0.2 -0.3272
C -0.137 1.197 2.477 0.2 0.2 0.2 -0.0655
C 0.894 0.240 2.665 0.3 -0.1 0.0 -0.2929
C 1.167 -0.393 3.995 -0.1 0.1 0.0 0.0053
C 1.666 -0.116 1.550 0.0 -0.1 -0.1 -0.0462
C 1.484 0.509 0.288 0.0 0.0 -0.1 -0.3024
C 2.318 0.147 -0.902 0.0 0.0 0.0 0.0074
C 0.506 1.523 0.167 -0.1 0.2 0.2 -0.0990
H -1.824 3.010 0.229 0.0 0.0 0.0 0.0739
H -0.646 3.989 1.095 0.0 0.0 0.0 0.1235
H -1.901 3.149 2.004 0.0 0.0 0.0 0.1024
H -0.795 1.408 3.311 -0.1 0.0 -0.1 0.1526
H 1.339 -1.467 3.922 0.0 0.0 0.0 0.0872
H 0.380 -0.192 4.720 0.0 0.0 0.0 0.1055
H 2.093 0.037 4.384 0.0 0.1 0.0 0.1243
H 2.408 -0.899 1.651 0.0 0.0 0.0 0.1360
H 1.703 -0.189 -1.739 0.0 0.0 0.0 0.0967
H 3.050 -0.620 -0.658 0.0 0.0 0.0 0.0803
H 2.854 1.037 -1.238 0.0 0.0 0.0 0.1219
H 0.350 1.978 -0.804 -0.1 0.0 0.0 0.1557
S -2.214 0.282 -0.565 -0.1 0.2 -0.2 0.7932
C -3.877 -0.113 -0.272 0.0 -0.1 0.2 -0.7120
N -4.753 -0.228 -1.250 0.0 -0.1 0.0 0.0671
C -6.130 -0.390 -0.748 0.0 0.0 0.0 -0.0645
C -5.933 -0.326 0.784 0.0 0.0 0.0 -0.0703
N -4.470 -0.190 0.905 0.0 0.0 0.0 0.0584
H -4.519 -0.143 -2.227 0.0 0.0 0.0 0.1622
H -6.536 -1.344 -1.077 0.0 0.0 0.0 0.1325
H -6.765 0.410 -1.122 0.0 0.0 0.0 0.1369
H -6.277 -1.228 1.286 0.0 0.0 0.0 0.1251
H -6.427 0.535 1.230 0.0 0.0 0.0 0.1353
H -3.982 -0.074 1.776 0.0 0.0 0.0 0.1412
C -3.480 -2.878 2.586 -0.2 0.0 0.0 -0.0303
C -3.512 -3.263 1.242 -0.1 0.0 -0.1 -0.0352
C -2.416 -3.070 0.431 0.1 0.0 0.1 -0.0936
C -1.212 -2.591 0.997 0.1 0.4 0.0 -0.3843
C -1.175 -2.231 2.364 -0.1 -0.3 -0.2 -0.1619
C -2.341 -2.336 3.140 0.3 0.1 0.0 -0.0278
Ge 0.402 -2.807 -0.068 0.1 -0.3 -0.1 1.2124
C 0.306 -2.924 -1.944 0.1 -0.1 -0.1 -0.3163
C -0.651 -2.296 -2.760 0.1 -0.1 0.1 -0.1155
C -0.689 -2.580 -4.111 0.0 0.1 0.0 -0.0412
C 0.215 -3.485 -4.663 0.0 0.0 0.0 -0.0094
C 1.159 -4.118 -3.866 0.0 0.0 0.0 -0.0269
C 1.216 -3.841 -2.511 -0.2 0.1 0.0 -0.0831
C 1.925 -3.475 0.817 0.0 -0.1 0.4 -0.3302
C 3.208 -3.360 0.261 0.0 0.0 0.1 -0.1158
C 4.296 -3.889 0.933 0.0 0.1 -0.2 -0.0299
C 4.115 -4.542 2.146 0.2 -0.1 0.1 -0.0162
C 2.852 -4.673 2.700 -0.2 0.0 0.0 -0.0359
C 1.752 -4.137 2.047 0.2 0.1 -0.1 -0.0947
H -4.352 -3.036 3.209 0.0 0.0 0.0 0.1342
H -4.404 -3.724 0.837 0.0 0.0 0.0 0.1326
H -2.450 -3.361 -0.612 0.0 0.0 0.0 0.1179
H -0.221 -2.079 2.843 0.0 0.0 0.1 0.0651
H -2.315 -2.086 4.193 0.0 0.0 0.0 0.1299
H -1.346 -1.581 -2.344 0.0 0.0 0.0 0.0377
H -1.419 -2.096 -4.746 0.0 0.0 0.0 0.1219
H 0.179 -3.698 -5.723 0.0 0.0 0.0 0.1312
H 1.848 -4.831 -4.297 0.0 0.0 0.0 0.1296
H 1.938 -4.363 -1.899 0.0 0.0 0.0 0.0997
H 3.360 -2.867 -0.691 0.0 0.0 0.0 0.1006
H 5.286 -3.803 0.505 0.0 0.0 0.0 0.1282
H 4.970 -4.965 2.658 0.0 0.0 0.0 0.1312
H 2.720 -5.203 3.633 0.0 0.0 0.0 0.1262
H 0.767 -4.271 2.474 0.0 0.0 0.0 0.1023